1.
C39H124N20O23 | the ωB97M-V functional and the def2-TZVPD basis

Structure (XYZ):
```
206
C39H124N20O23 the ωB97M-V functional and the def2-TZVPD basis
C -0.0129 -3.8843 2.5992
C 0.2551 -2.6326 3.4832
O -0.6188 -1.5569 3.2918
H -0.1608 -3.7177 1.5322
H -0.8369 -4.4469 3.0381
H 0.7396 -4.6592 2.7450
H 1.2588 -2.3860 3.1370
H 0.4716 -2.9771 4.4944
H -0.4245 -1.0535 2.4978
C 4.5973 2.0784 0.1876
C 3.1079 1.6812 0.0934
O 2.5794 1.8544 1.4095
H 5.1839 1.2248 0.5272
H 4.6999 2.8439 0.9567
H 4.9823 2.4897 -0.7455
H 2.9266 0.7005 -0.3466
H 2.5708 2.2403 -0.6728
H 3.2339 2.1047 2.0657
C 4.3180 -1.0122 3.6257
C 3.8565 -2.2196 2.9289
O 5.0030 -2.9129 2.4262
H 3.4014 -0.4781 3.8763
H 4.8822 -0.2756 3.0537
H 4.8342 -1.0912 4.5825
H 3.1365 -1.8257 2.2117
H 3.4240 -2.8885 3.6730
H 5.3347 -3.3880 3.1916
C -5.5710 0.0210 2.5586
C -4.8033 0.8966 1.5564
O -3.5241 1.1590 1.8919
H -6.4951 -0.3389 2.1062
H -5.7345 0.5352 3.5057
H -5.0840 -0.9068 2.8588
H -5.3242 1.8539 1.5771
H -4.8883 0.5411 0.5295
H -3.1153 0.2951 1.8019
C 3.5520 5.3943 3.1373
C 3.4530 4.2398 4.2380
O 4.0216 3.0234 3.6447
H 3.1406 6.3884 3.3123
H 3.1886 5.0336 2.1750
H 4.5636 5.6935 2.8630
H 2.4287 4.1514 4.6002
H 3.8991 4.5125 5.1944
H 4.9284 2.9013 3.9351
C -2.2507 4.3661 -0.3609
C -1.7199 5.4061 0.5881
O -2.7425 5.6450 1.5521
H -3.0872 4.7105 -0.9690
H -2.7681 3.4947 0.0403
H -1.5188 3.9031 -1.0228
H -1.2732 6.2675 0.0916
H -0.9053 5.0654 1.2272
H -2.8345 4.8220 2.0377
C -8.6524 -2.1314 -2.0753
C -7.6893 -2.4590 -0.9520
O -7.1811 -1.3419 -0.3736
H -9.4288 -1.5433 -1.5860
H -9.1046 -2.9684 -2.6074
H -8.1210 -1.6092 -2.8710
H -6.8507 -3.0482 -1.3230
H -8.0943 -3.1664 -0.2285
H -6.3214 -1.0907 -0.7191
C 1.6359 5.2104 -1.3168
C 2.6818 5.5105 -2.4218
O 2.0501 6.0062 -3.5580
H 2.1785 4.6782 -0.5355
H 0.8594 4.5595 -1.7186
H 1.1874 6.0207 -0.7421
H 3.2103 4.5925 -2.6788
H 3.3728 6.2612 -2.0383
H 2.2156 5.3454 -4.2344
C 3.6100 -5.3079 0.0344
C 4.2175 -6.0133 -1.1615
O 5.3075 -6.7081 -0.7223
H 3.5209 -5.8556 0.9726
H 2.6192 -4.9042 -0.1740
H 4.1812 -4.4087 0.2655
H 4.3867 -5.3924 -2.0412
H 3.5000 -6.7543 -1.5138
H 6.0166 -6.2897 -1.2159
C -0.2352 -5.8548 -2.6812
C -1.2349 -5.0724 -1.7204
O -2.1605 -4.1291 -2.2057
H 0.2087 -5.0847 -3.3121
H -0.7186 -6.5906 -3.3239
H 0.5238 -6.3651 -2.0882
H -0.6662 -4.4431 -1.0358
H -1.7900 -5.8483 -1.1932
H -2.7196 -3.7548 -1.5209
C -0.4743 -0.7072 -3.6904
O -1.3971 0.0323 -3.5948
N 0.7303 -0.4878 -4.0977
N -0.5338 -2.0168 -3.5236
H 1.4771 -1.1678 -4.0959
H 0.9609 0.4798 -4.2730
H 0.2822 -2.6030 -3.6267
H -1.4602 -2.3416 -3.2858
C -0.5213 -0.0162 0.6334
O -1.5414 -0.6655 0.6118
N 0.4776 -0.2281 -0.1727
N -0.3197 0.9530 1.4882
H 0.2466 -0.9945 -0.7887
H 1.2825 0.3820 -0.1694
H -1.0203 1.1709 2.1823
H 0.5728 1.4099 1.3672
C 3.1783 -3.8870 -4.2016
O 2.1694 -3.1901 -4.0063
N 3.1849 -5.0810 -4.5874
N 4.3258 -3.5582 -3.7679
H 2.3140 -5.5316 -4.8295
H 4.0399 -5.5828 -4.7804
H 4.3741 -2.7537 -3.1592
H 5.0256 -4.2824 -3.8441
C -3.7260 -3.0551 4.6888
O -3.4797 -3.9076 3.9107
N -4.5284 -3.1766 5.7058
N -3.2217 -1.8607 4.6695
H -4.9525 -4.0930 5.7264
H -5.0598 -2.3269 5.8313
H -2.5086 -1.7539 3.9623
H -3.3571 -1.1856 5.4084
C 3.4057 1.3202 -4.7069
O 2.9259 2.1085 -3.8823
N 3.3178 1.6231 -5.9648
N 3.8783 0.1176 -4.4460
H 3.4648 1.0380 -6.7749
H 3.1272 2.5953 -6.1608
H 4.2863 -0.4812 -5.1497
H 4.1031 0.0331 -3.4649
C 5.4401 -1.6705 -0.9599
O 5.1975 -1.1058 -2.0301
N 6.2924 -2.6141 -0.7911
N 4.7797 -1.5095 0.1194
H 6.8179 -3.0409 -1.5407
H 6.3635 -3.0960 0.0937
H 3.9846 -0.8879 0.1587
H 4.9818 -2.0233 0.9651
C 7.5141 1.6416 -1.9865
O 7.4916 1.4103 -0.8051
N 8.4667 2.2119 -2.6787
N 6.4198 1.5303 -2.6945
H 8.2690 2.5036 -3.6253
H 9.3129 2.4432 -2.1782
H 6.3990 1.9512 -3.6124
H 5.6659 1.1617 -2.1325
C -5.2515 -2.2271 -4.6353
O -5.0802 -1.6923 -5.6557
N -6.0156 -3.2650 -4.4158
N -4.6676 -1.8304 -3.5063
H -6.6428 -3.5904 -5.1374
H -5.9271 -3.8184 -3.5756
H -3.9836 -1.0903 -3.4391
H -4.9546 -2.1501 -2.5923
C -4.4157 -3.0991 0.1776
O -4.5004 -2.7088 -0.9766
N -5.2117 -3.7956 0.9226
N -3.2386 -3.2631 0.7188
H -4.7856 -4.2396 1.7234
H -5.9862 -4.2671 0.4777
H -3.1940 -3.4933 1.7012
H -2.4445 -2.7863 0.3160
C -4.1185 1.3244 -2.2341
O -5.2393 1.6993 -2.0881
N -3.6974 1.0892 -3.4456
N -3.3102 1.0749 -1.3150
H -4.3208 1.1627 -4.2368
H -2.7809 0.7089 -3.6339
H -3.8095 1.0976 -0.4373
H -2.4849 0.5205 -1.4930
C -0.8922 4.0817 -4.3837
C -2.2430 3.7706 -5.1443
C -2.6402 4.9183 -6.0080
O -1.9733 2.7913 -6.0926
H -0.5691 3.3282 -3.6654
H -1.2148 4.9323 -3.7832
H -0.0716 4.4092 -5.0219
H -2.9842 3.3700 -4.4527
H -3.4350 4.6529 -6.7051
H -1.7787 5.4240 -6.4443
H -3.1704 5.6614 -5.4124
H -2.8914 2.5397 -6.2171
C -2.0151 2.9282 4.8530
C -3.4238 3.5795 4.6284
C -3.6919 4.9156 5.3730
O -3.4983 3.7775 3.2406
H -1.3427 3.7858 4.8311
H -1.7486 2.2921 4.0089
H -1.8841 2.4930 5.8437
H -4.1980 2.8291 4.7882
H -3.4870 5.8013 4.7717
H -3.1920 4.9344 6.3414
H -4.7584 4.9883 5.5863
H -3.6275 2.9280 2.8125
C 2.5255 1.4864 6.1946
C 1.3278 0.5732 6.3183
C 1.5635 -0.8662 6.7780
O 0.3855 1.1786 7.1520
H 2.7548 2.0266 7.1131
H 2.1970 2.2620 5.5029
H 3.4778 1.1608 5.7762
H 0.8989 0.4297 5.3265
H 0.6673 -1.4823 6.7059
H 1.8138 -0.9451 7.8359
H 2.3669 -1.3441 6.2173
H -0.4267 0.8584 6.7529
```

Calculated values
E_tot: -4385.98300 Eh
Strongest force on any atom: 0.1558 hartree/bohr
Multiplicity: 1

Here are the Löwdin charges for atoms 1 to 8, given in e:
1 C -0.063
2 C -0.291
3 O -0.078
4 H 0.061
5 H 0.058
6 H 0.066
7 H 0.066
8 H 0.113

2.
C38H70BIN10O6P2S | the ωB97M-V functional and the def2-TZVPD basis

Structure (XYZ):
```
129
C38H70BIN10O6P2S the ωB97M-V functional and the def2-TZVPD basis
C -3.2404 -0.3865 5.2010
O -3.0249 -0.0555 3.8380
C -2.0502 -0.8657 3.2089
C -2.5489 -1.2592 1.8269
C -2.3555 -0.4099 0.7622
C -1.6427 0.9114 0.9154
C -0.1257 0.6906 0.6330
C 0.7431 1.5197 1.5674
I 2.8417 1.1667 1.1821
C -2.8276 -0.8413 -0.5059
O -2.6546 -0.0408 -1.6765
C -3.3541 1.0526 -1.6219
N -3.7361 2.1075 -1.3951
C -3.4301 -2.0546 -0.6803
C -3.9140 -2.4784 -2.0555
C -2.9219 -3.4407 -2.7396
C -2.1972 -2.7355 -3.9048
C -0.8735 -3.3817 -4.3190
N 0.2253 -2.8413 -3.5273
C 1.3304 -2.1843 -4.0048
C 2.1241 -1.7990 -2.9596
C 1.4922 -2.2558 -1.7600
C 0.3444 -2.8914 -2.1735
C -3.6069 -2.9462 0.4144
N -4.1812 -4.1606 0.1637
C -4.2881 -4.9018 1.2371
C -4.8712 -6.2899 1.0233
C -3.7203 -7.2970 0.7854
C -4.0020 -8.7431 1.2122
S -4.5811 -8.9701 2.9170
C -3.8906 -4.4893 2.5576
C -4.0323 -5.3770 3.7639
B -2.6454 -5.8724 4.3633
O -1.4396 -5.5324 3.7611
O -2.6270 -6.6082 5.5114
N -3.3468 -3.3185 2.7730
C -3.1765 -2.5250 1.6757
H -3.3387 0.5428 5.7687
H -4.1683 -0.9516 5.3285
H -2.4033 -0.9392 5.6339
H -1.8340 -1.7889 3.7462
H -1.1097 -0.3220 3.0761
H -2.0304 1.6902 0.2647
H -1.7255 1.2986 1.9306
H 0.1523 -0.3564 0.7853
H 0.1077 0.8985 -0.4138
H 0.5998 2.5863 1.4118
H 0.5955 1.2375 2.6064
H -4.1615 -1.6021 -2.6506
H -4.8472 -3.0203 -1.8919
H -3.4958 -4.2654 -3.1733
H -2.2503 -3.8869 -2.0090
H -2.0351 -1.6902 -3.6335
H -2.8796 -2.7399 -4.7599
H -0.8981 -4.4736 -4.3089
H -0.6545 -3.0781 -5.3454
H 1.4812 -2.0399 -5.0631
H 3.0488 -1.2470 -3.0109
H 1.7849 -2.1435 -0.7293
H -0.3172 -3.3039 -1.4269
H -5.5627 -6.5836 1.8104
H -5.4584 -6.2142 0.1055
H -3.5228 -7.2917 -0.2911
H -2.7997 -6.9267 1.2493
H -3.0526 -9.2805 1.1390
H -4.6621 -9.2538 0.5124
H -3.4449 -8.8606 3.6314
H -4.7000 -6.2201 3.6006
H -4.4990 -4.7624 4.5442
H -1.4324 -5.8193 2.8421
H -1.7174 -6.9191 5.6155
O -1.1774 7.5326 -5.0729
P -2.3157 6.7590 -4.4561
N -2.7473 5.8421 -5.8577
C -4.0443 5.4423 -6.3530
C -1.7032 4.9626 -6.3725
N -3.2977 8.1563 -4.1094
C -4.6542 8.4368 -4.5745
C -2.5768 9.4291 -4.0338
N -3.1559 5.8121 -3.3006
C -2.3759 4.6453 -2.8706
C -4.5610 5.5418 -3.1213
H -4.3083 4.4135 -6.0628
H -4.0444 5.4796 -7.4468
H -4.8549 6.0897 -6.0332
H -1.5531 4.0851 -5.7280
H -0.7508 5.4887 -6.4488
H -1.9468 4.6038 -7.3742
H -4.9857 7.7925 -5.3855
H -4.7425 9.4533 -4.9642
H -5.3712 8.3771 -3.7478
H -2.3956 9.8539 -5.0283
H -1.6185 9.3179 -3.5342
H -3.1571 10.1532 -3.4564
H -2.5361 3.7828 -3.5316
H -2.6399 4.3517 -1.8551
H -1.3053 4.8745 -2.8627
H -4.8722 4.6391 -3.6605
H -5.2226 6.3490 -3.4130
H -4.7598 5.3629 -2.0597
O 7.1838 0.4620 1.4250
P 8.0292 0.2588 2.6584
N 7.2431 1.4221 3.6628
C 7.7841 2.3358 4.6429
C 5.8290 1.1644 3.9161
N 9.5250 0.7539 1.9192
C 10.4146 1.8370 2.3336
C 9.5594 0.6790 0.4561
N 8.8628 -0.5872 3.9035
C 8.0172 -1.6002 4.5438
C 9.8896 -0.1643 4.8213
H 7.6999 1.9505 5.6710
H 7.2313 3.2792 4.6053
H 8.8251 2.5942 4.4752
H 5.6862 0.3235 4.6098
H 5.3074 0.9258 2.9898
H 5.3324 2.0371 4.3435
H 9.9725 2.5210 3.0542
H 10.7048 2.4632 1.4876
H 11.3523 1.4394 2.7385
H 9.0880 1.5537 -0.0070
H 9.0558 -0.2107 0.0883
H 10.5943 0.6279 0.1093
H 7.4310 -1.1809 5.3733
H 8.6220 -2.4234 4.9315
H 7.3200 -2.0374 3.8235
H 9.4654 0.2156 5.7590
H 10.5668 0.5878 4.4348
H 10.5177 -1.0242 5.0793
```

Calculated values
E_tot: -3892.30062 Eh
Strongest force on any atom: 0.1395 hartree/bohr
Multiplicity: 1

Here are the Löwdin charges for atoms 1 to 8, given in e:
1 C -0.096
2 O -0.152
3 C -0.168
4 C -0.055
5 C -0.083
6 C -0.110
7 C -0.304
8 C -0.639

3.
C38H72Cl2FLiMgN4O9V | the ωB97M-V functional and the def2-TZVPD basis

Structure (XYZ):
```
129
C38H72Cl2FLiMgN4O9V the ωB97M-V functional and the def2-TZVPD basis
C 7.8729 6.2563 -0.4149
C 6.7722 5.3706 -1.1675
C 7.4341 4.5877 -2.4135
C 6.5590 3.2484 -2.7017
C 7.1517 2.0763 -1.7722
C 6.3617 0.7146 -2.0986
C 5.2319 0.5069 -0.9708
C 3.7423 0.6801 -1.6060
C 2.7084 0.5388 -0.3826
C 1.5858 1.7008 -0.3392
C 0.0967 1.0733 -0.4856
C -0.9470 2.1564 0.0726
C -2.4419 1.5541 0.2506
C -3.2739 2.6266 1.1101
C -4.8740 2.4224 0.9911
O -5.4324 1.8788 1.9589
O -5.5588 2.9061 -0.1830
C -6.6108 1.9363 -0.6313
C -6.5706 1.9337 -2.2325
C -7.9362 1.4946 -2.9377
N -8.6497 0.3803 -2.2462
C -7.9607 2.4676 0.0253
C -8.5252 3.8139 -0.6362
O -9.9806 3.7224 -0.6142
C -10.5223 4.2019 -1.8554
C -12.1405 4.1377 -1.7652
H 8.8098 5.6418 -0.1509
H 7.4285 6.5894 0.5920
H 8.2270 7.1656 -1.0290
H 5.9510 6.0391 -1.6061
H 6.3400 4.6483 -0.3946
H 7.4901 5.2434 -3.3566
H 8.5120 4.3451 -2.1179
H 5.4684 3.4109 -2.3918
H 6.5654 2.9666 -3.8183
H 8.2669 1.9688 -2.0186
H 7.0723 2.4247 -0.6920
H 5.9246 0.7929 -3.1483
H 7.0806 -0.1867 -2.0708
H 5.3101 1.3146 -0.1537
H 5.3601 -0.4987 -0.4424
H 3.6031 -0.1333 -2.4109
H 3.7272 1.6992 -2.1133
H 2.2681 -0.5300 -0.4459
H 3.3218 0.6266 0.5969
H 1.7465 2.4960 -1.1664
H 1.6191 2.2366 0.6681
H -0.0896 0.9536 -1.6028
H -0.0023 0.0796 0.0813
H -0.9532 3.0681 -0.6140
H -0.5710 2.4906 1.1082
H -2.2982 0.5508 0.7932
H -2.8717 1.3967 -0.8081
H -3.0124 3.6825 0.7077
H -2.9714 2.5662 2.2149
H -6.3066 0.8970 -0.2408
H -5.7699 1.1654 -2.5506
H -6.1757 2.9451 -2.6275
H -8.5547 2.4371 -3.1264
H -7.6480 1.0973 -3.9828
H -9.1500 -0.1427 -2.9925
H -9.4299 0.8343 -1.7281
H -8.7029 1.6062 0.0816
H -7.7067 2.7226 1.1188
H -8.2405 4.7233 0.0325
H -8.1527 4.0261 -1.6953
H -10.1808 5.2686 -2.0934
H -10.2422 3.5630 -2.7685
H -12.4013 3.0180 -1.7770
H -12.4158 4.5326 -0.7317
H -12.6273 4.7121 -2.6225
O -12.6505 -1.2710 1.0264
V -11.8950 0.0047 0.1275
O -11.1181 1.2711 -0.7852
O -8.6042 4.2048 -4.2332
H -8.0770 3.9345 -4.9864
Li 2.2014 -1.2384 0.8500
Cl 1.8496 4.3446 -1.2777
Mg -5.0980 4.8710 0.1566
Cl -8.8496 4.4938 1.9850
C 0.4156 -5.2441 -2.1494
C 1.2828 -5.9373 -1.1499
O 2.1904 -4.9224 -0.7549
C 1.5113 -3.7589 -0.9017
O 1.8561 -2.7125 -0.4134
O 0.3971 -3.9096 -1.6555
F 1.9809 -6.9398 -1.7254
H 0.8416 -5.2528 -3.1563
H -0.5902 -5.6629 -2.1909
H 0.7489 -6.3142 -0.2725
C 2.6555 -5.6938 2.2198
C 1.6185 -6.4103 3.0784
N 1.4161 -5.7956 4.3839
C 0.6518 -6.6343 5.3042
C -0.7986 -6.9488 4.9463
C 1.0544 -4.3844 4.3844
C -0.2036 -3.9713 3.6214
H 3.6070 -5.5970 2.7483
H 2.8373 -6.2633 1.3053
H 2.3193 -4.6968 1.9211
H 1.9812 -7.4332 3.2257
H 0.6802 -6.4891 2.5128
H 0.6801 -6.1896 6.3057
H 1.1857 -7.5859 5.4144
H -1.4494 -6.0879 5.1054
H -1.1717 -7.7492 5.5913
H -0.9094 -7.2858 3.9136
H 1.8991 -3.8170 3.9756
H 0.9719 -4.0297 5.4168
H -0.2695 -4.4362 2.6342
H -0.1994 -2.8865 3.4683
H -1.1106 -4.2074 4.1781
N 7.3586 -4.2442 -1.0354
C 6.0176 -4.2139 -1.0537
C 5.2191 -5.3456 -1.0126
C 5.8404 -6.5850 -0.9530
C 7.2260 -6.6455 -0.9348
C 7.9344 -5.4547 -0.9758
H 5.5788 -3.2217 -1.1041
H 4.1395 -5.2596 -1.0272
H 5.2504 -7.4947 -0.9207
H 7.7443 -7.5949 -0.8892
H 9.0193 -5.4497 -0.9601
C 7.3324 6.1130 4.2910
C 7.8846 5.4386 3.0733
N 8.3181 4.9087 2.1165
H 6.4404 6.6830 4.0269
H 7.0693 5.3661 5.0412
H 8.0778 6.7910 4.7092
```

Calculated values
E_tot: -4558.19641 Eh
Strongest force on any atom: 0.0932 hartree/bohr
Total charge: +1
Multiplicity: 1

Here are the Löwdin charges for atoms 1 to 8, given in e:
1 C -0.174
2 C -0.258
3 C -0.213
4 C -0.212
5 C -0.215
6 C -0.195
7 C -0.208
8 C -0.170

What is the multiplicity in the second record? 1